{"formula": "C10H36N12O12V", "method": "wB97M-V/def2-TZVPD", "gap_ev": 8.03, "lumo_ev": -2.640, "total_charge": 1, "homo_energy_ev": -10.67, "symbols": ["V", "O", "O", "O", "O", "O", "O", "O", "O", "O", "O", "O", "O", "N", "N", "N", "N", "N", "N", "N", "N", "N", "N", "N", "N", "C", "C", "C", "C", "C", "C", "C", "C", "C", "C", "H", "H", "H", "H", "H", "H", "H", "H", "H", "H", "H", "H", "H", "H", "H", "H", "H", "H", "H", "H", "H", "H", "H", "H", "H", "H", "H", "H", "H", "H", "H", "H", "H", "H", "H", "H"], "positions_angstrom": [[-0.03, 1.53, -0.06], [-2.95, 0.56, 2.93], [1.95, 0.63, -0.73], [-3.12, -1.70, -3.58], [-3.44, -3.30, -0.37], [-0.68, -3.87, -0.63], [1.12, -1.20, 3.30], [-0.30, 2.70, -1.92], [-0.67, 0.20, -0.68], [0.31, 1.16, 1.48], [-1.41, 2.97, 0.66], [0.78, -4.78, 4.29], [1.64, 3.28, 0.43], [3.45, -0.49, -1.97], [1.19, -2.77, -1.21], [0.32, -4.28, -2.53], [-1.75, 5.01, 1.51], [3.67, 4.02, 0.75], [-3.85, -1.04, 1.49], [-1.75, -1.03, 1.91], [2.94, 4.04, -1.25], [-0.02, 4.58, -3.14], [3.42, -0.61, 0.19], [-1.91, 3.32, 2.82], [1.10, 2.81, -3.63], [-2.78, -2.53, -2.48], [-2.86, -0.41, 2.13], [-1.76, 3.72, 1.57], [0.25, -3.64, -1.45], [0.24, 3.32, -2.83], [1.42, -2.45, 3.91], [2.66, 3.83, 0.02], [0.70, -3.67, 3.34], [-3.83, -2.45, -1.38], [2.86, -0.15, -0.88], [2.45, -2.66, 4.18], [-3.87, -1.40, -1.10], [-2.62, -3.53, -2.88], [1.91, -0.65, 3.26], [4.19, -1.18, -2.05], [4.48, 4.51, 0.40], [-3.60, -1.90, 1.02], [-1.52, 5.46, 0.63], [1.30, 1.82, -3.53], [2.30, 3.83, -2.00], [2.90, -0.49, 1.04], [-1.69, -1.92, 1.43], [-0.38, -4.99, -2.68], [-0.97, -0.58, 2.37], [-1.90, 3.95, 3.61], [1.08, -2.17, -0.40], [1.02, -2.34, 4.92], [-4.81, -0.72, 1.47], [-3.91, -2.03, -4.02], [0.01, -5.34, 4.13], [3.60, 3.76, 1.72], [-2.05, 5.43, 2.37], [-2.51, -3.50, -0.55], [-0.33, -3.37, 3.16], [1.04, -3.95, 2.34], [-0.71, 5.07, -2.59], [0.45, 4.90, -3.98], [3.93, 3.94, -1.42], [1.05, -4.24, -3.23], [3.08, -0.17, -2.85], [-1.97, 2.35, 3.07], [1.64, 3.40, -4.25], [-4.79, -2.78, -1.78], [4.22, -1.22, 0.19], [1.93, -2.59, -1.87], [-1.89, -2.03, -2.12]], "lowdin_charge": [0.95, -0.02, 0.00, -0.07, -0.07, -0.02, -0.07, -0.01, -0.31, -0.31, -0.04, -0.06, 0.00, 0.20, 0.20, 0.20, 0.20, 0.20, 0.17, 0.18, 0.19, 0.21, 0.22, 0.21, 0.19, -0.25, -0.69, -0.66, -0.75, -0.73, -0.24, -0.73, -0.22, -0.27, -0.78, 0.12, 0.11, 0.12, 0.07, 0.13, 0.13, 0.06, 0.13, 0.13, 0.07, 0.12, 0.11, 0.14, 0.08, 0.12, 0.11, 0.12, 0.12, 0.08, 0.08, 0.15, 0.13, 0.03, 0.11, 0.11, 0.14, 0.12, 0.12, 0.13, 0.13, 0.08, 0.13, 0.13, 0.13, 0.10, 0.11]}